# 1
The following is a DFT calculation (the ωB97M-V functional and the def2-TZVPD basis) of C16H31N3P2Ru as an isolated structure.

Its charge is +3. As for the expectation value of S²: 8.7576. As for the spin multiplicity: 6. For the HOMO energy (spin up / spin down), the calculation gives -17.272 / -18.483 eV. The calculation puts the frontier orbital gap (spin up / spin down) at 8.35 / 5.92 eV.

```
53
Properties=species:S:1:pos:R:3:forces:R:3
Ru -0.4843 -0.6651 -0.5020 0.6 0.0 -0.1
C 1.3378 -3.2796 -0.3258 -0.1 -0.1 -0.1
C 1.7720 -2.2187 0.6950 0.0 0.1 0.1
N 0.5900 -1.5030 1.2565 0.0 -0.1 0.2
C -0.3069 -2.3912 2.0713 0.1 0.0 -0.1
C -1.8009 -2.1383 1.8575 -0.1 0.1 0.0
N -2.1956 -1.8831 0.4390 -0.1 0.0 -0.2
C -2.3937 -3.0889 -0.4170 -0.1 0.1 -0.1
C -1.0969 -3.8477 -0.6182 0.2 0.0 0.0
N 0.0377 -2.9291 -0.9826 -0.1 -0.3 0.1
H 2.1109 -3.3758 -1.0870 0.0 0.0 0.0
H 1.2482 -4.2638 0.1317 0.0 0.0 0.1
H 2.3480 -2.6747 1.5035 0.0 0.0 0.0
H 2.4144 -1.4633 0.2360 0.0 0.0 0.0
H 0.9297 -0.7347 1.8319 0.0 -0.1 0.1
H -0.0398 -3.4153 1.8303 0.0 0.0 0.0
H -0.0656 -2.2588 3.1266 -0.1 0.0 0.0
H -2.3624 -2.9887 2.2529 0.0 0.0 0.0
H -2.1148 -1.2657 2.4278 0.0 0.0 0.0
H -3.0851 -1.3907 0.4558 0.0 0.0 0.1
H -3.1515 -3.7484 0.0132 0.1 0.0 0.0
H -2.7889 -2.7340 -1.3725 0.0 0.0 0.0
H -0.8149 -4.3882 0.2812 -0.1 0.0 0.0
H -1.2284 -4.6011 -1.3953 0.0 0.0 0.0
H 0.1725 -3.0171 -1.9867 0.0 0.1 0.0
C 2.5560 0.4555 -2.4490 0.0 0.0 0.0
P 0.9612 1.0398 -1.8231 -0.5 0.0 -0.1
C 0.0714 1.7114 -3.2506 0.1 0.1 0.0
C 1.2569 2.3711 -0.6444 -0.1 0.1 0.1
C 2.3411 3.2209 -0.8498 0.1 0.0 0.0
C 2.5591 4.3120 -0.0191 -0.1 0.0 0.1
C 1.6849 4.5697 1.0266 0.0 0.0 -0.1
C 0.6030 3.7275 1.2490 0.0 0.0 0.0
C 0.3747 2.6245 0.4282 0.1 0.2 -0.1
P -1.0910 1.6148 0.7114 -0.1 -0.3 0.0
C -1.4315 1.5729 2.4882 0.0 0.2 0.0
C -2.5162 2.4375 -0.0469 0.0 0.2 0.0
H 2.9568 1.2080 -3.1322 0.0 0.0 0.0
H 2.4297 -0.4692 -3.0113 0.0 0.0 0.0
H 3.2668 0.3060 -1.6369 0.0 0.0 0.0
H 0.6108 2.5841 -3.6263 0.0 0.0 0.0
H -0.9359 2.0221 -2.9771 0.0 0.0 0.0
H 0.0150 0.9641 -4.0432 0.0 0.0 0.0
H 3.0326 3.0468 -1.6647 0.0 0.0 0.0
H 3.4069 4.9612 -0.1913 0.0 0.0 0.0
H 1.8416 5.4283 1.6656 0.0 0.0 0.0
H -0.0601 3.9518 2.0745 0.0 0.0 0.0
H -1.6548 2.5808 2.8448 0.0 0.0 0.0
H -0.5792 1.1941 3.0520 0.0 0.0 0.0
H -2.3117 0.9616 2.6834 0.0 0.0 0.0
H -2.5623 3.4589 0.3404 -0.1 0.0 0.0
H -3.4422 1.9221 0.2086 0.0 0.0 0.0
H -2.4155 2.4869 -1.1301 0.0 0.0 0.0
```
Forces are in eV/Å.


# 2
The following is a DFT calculation (the ωB97M-V functional and the def2-TZVPD basis) of one molecule with the formula CH2ClO2P.

As for the energy relative to the best compared isomer or geometry (same formula, charge and spin): 0.985 eV. As for the SMILES: O=C(Cl)OP. For the HOMO energy, the calculation gives -10.509 eV. The calculation puts the frontier orbital gap at 10.95 eV.

```
7
Properties=species:S:1:pos:R:3:forces:R:3
O -1.0763 1.0967 0.1937 0.4 -2.3 0.0
C -1.0058 -0.0970 0.0702 3.0 0.9 1.1
Cl -2.1674 -1.0775 -0.5889 -1.3 -0.9 -0.4
O 0.1779 -0.9507 0.3813 -3.9 0.7 -0.3
P 1.6389 -0.3032 0.0444 -0.3 2.0 -0.5
H 1.4120 0.8229 0.8999 0.8 -0.1 0.0
H 1.0206 0.5088 -1.0005 1.2 -0.3 0.0
```
Forces are in eV/Å.


# 3
The following is a DFT calculation (the ωB97M-V functional and the def2-TZVPD basis) of one molecule with the formula C5H10N2.

As for the energy relative to the best compared isomer or geometry (same formula, charge and spin): 3.357 eV. As for the SMILES: C=N/C=C/CCN. For the HOMO energy, the calculation gives -8.282 eV. The calculation puts the frontier orbital gap at 9.10 eV.

```
17
Properties=species:S:1:pos:R:3:forces:R:3
C 2.4241 2.0345 -1.1434 -4.1 -2.2 -1.9
N 2.0209 0.8161 -0.9134 0.6 3.0 0.3
C 0.7668 0.2803 -1.0472 -3.2 -3.5 -1.0
C -0.3625 0.3477 -0.2883 1.4 4.7 -0.2
C -1.6586 -0.3771 -0.1194 -0.9 0.5 0.7
C -1.7338 -0.7609 1.4250 2.4 -2.4 -3.5
N -0.9735 -2.0664 1.5856 -2.2 -0.6 2.8
H 1.8731 2.8292 -1.8181 0.8 -1.5 1.6
H 3.3431 2.2106 -0.7375 2.6 1.0 0.6
H 0.6092 -0.6137 -1.7331 1.4 0.8 0.5
H -0.4564 1.4278 0.1900 0.4 -2.2 0.0
H -1.8991 -1.2442 -0.7490 0.4 0.2 0.1
H -2.4481 0.4126 -0.2763 0.5 -0.9 0.0
H -2.7529 -0.8973 1.6915 -0.6 0.0 0.7
H -1.1535 0.0113 1.8160 0.0 1.5 1.7
H -1.0577 -2.3753 2.6156 0.3 0.6 -2.3
H -0.0048 -2.1554 1.3356 0.2 0.9 -0.2
```
Forces are in eV/Å.


# 4
The following is a DFT calculation (the ωB97M-V functional and the def2-TZVPD basis) of C23H43AsO5Pb as an isolated structure.

Its charge is +2. For the HOMO energy, the calculation gives -14.563 eV. The calculation puts the frontier orbital gap at 8.76 eV.

```
73
Properties=species:S:1:pos:R:3:forces:R:3
Pb -0.4782 0.1866 -0.5030 0.6 -0.8 -0.5
C 2.1620 -2.3063 -1.1848 -0.3 -0.1 -0.3
C 1.3545 -2.8043 -2.3920 0.5 0.1 0.2
O 0.0470 -2.2616 -2.4543 -0.3 0.2 0.1
C -0.9499 -2.9954 -1.7635 -0.2 0.3 0.0
C -2.3194 -2.4149 -2.1065 0.2 -0.4 0.1
O -2.4061 -1.0026 -1.8609 0.3 0.1 0.2
C -2.6992 -0.1884 -2.9922 0.1 0.4 -0.4
C -1.4448 0.3441 -3.6856 -0.4 -0.5 0.0
O -0.8545 1.2838 -2.7852 0.1 -0.2 0.4
C 0.2675 2.0239 -3.2679 0.5 0.3 0.1
C 1.5918 1.5270 -2.7036 -0.4 0.0 -0.4
O 1.5535 1.6610 -1.2727 -0.4 -0.1 0.0
C 2.7877 1.3186 -0.6425 0.5 -0.2 0.1
C 2.8908 -0.1797 -0.2815 -0.2 0.1 0.0
O 2.0863 -0.8875 -1.2132 0.1 0.1 -0.1
H 3.2011 -2.6385 -1.2952 -0.1 0.0 0.1
H 1.7652 -2.6939 -0.2371 0.0 0.1 0.0
H 1.3185 -3.8978 -2.3849 0.1 0.0 0.0
H 1.8565 -2.4742 -3.3049 0.0 -0.1 0.1
H -0.7876 -2.9393 -0.6780 0.0 -0.1 0.0
H -0.9406 -4.0484 -2.0728 0.0 0.1 0.1
H -3.0654 -2.8964 -1.4664 0.0 0.0 -0.2
H -2.5596 -2.6254 -3.1509 0.0 0.1 0.0
H -3.2662 0.6638 -2.6003 -0.1 -0.1 -0.2
H -3.3140 -0.7410 -3.7074 0.0 0.1 0.1
H -1.7202 0.8454 -4.6195 0.0 0.0 0.1
H -0.7548 -0.4797 -3.8925 0.0 0.1 -0.1
H 0.1145 3.0575 -2.9435 0.0 -0.1 -0.2
H 0.2980 1.9867 -4.3593 0.0 0.0 0.1
H 2.4065 2.1485 -3.0923 -0.1 -0.1 0.0
H 1.7635 0.4829 -2.9782 0.1 0.1 0.0
H 2.8562 1.9202 0.2672 0.0 0.0 -0.1
H 3.6062 1.6014 -1.3085 -0.1 0.0 0.0
H 2.5157 -0.3596 0.7348 0.1 0.0 -0.1
H 3.9353 -0.5059 -0.3399 -0.1 0.0 0.1
C 2.3032 -0.4765 4.9609 0.1 0.1 -0.2
C 2.4701 -0.6947 3.4500 0.1 -0.1 0.2
C 3.4551 -1.8324 3.1855 -0.1 0.2 0.0
C 1.0928 -0.8999 2.8659 0.0 0.1 -0.3
C 0.5493 -2.1583 2.6194 0.2 0.1 0.0
C -0.7629 -2.3151 2.2039 -0.1 0.2 -0.1
C -1.6001 -1.2163 2.0252 0.1 0.2 0.2
C -3.0509 -1.3791 1.6866 0.0 0.0 0.0
C -1.0567 0.0603 2.2547 -0.1 -0.4 0.7
C 0.2715 0.2067 2.6585 -0.3 0.0 -0.1
H 3.2774 -0.3582 5.4274 0.1 0.0 0.1
H 1.7978 -1.3211 5.4221 0.0 -0.1 0.0
H 1.7105 0.4151 5.1483 0.0 0.1 0.1
H 2.8881 0.2285 3.0254 -0.1 -0.1 0.0
H 3.1795 -2.7330 3.7252 0.0 -0.2 0.1
H 4.4445 -1.5395 3.5285 0.1 0.0 0.0
H 3.5254 -2.0742 2.1272 0.0 -0.1 -0.2
H 1.1519 -3.0352 2.7939 0.1 -0.2 0.0
H -1.1562 -3.3134 2.0703 -0.1 -0.1 0.0
H -3.2715 -1.0172 0.6812 -0.1 0.0 -0.1
H -3.6638 -0.8159 2.3871 -0.1 0.0 0.0
H -3.3546 -2.4204 1.7449 0.0 -0.1 0.0
H -1.7171 0.9214 2.2904 0.0 0.0 -0.2
H 0.6526 1.1924 2.8888 0.1 0.1 0.0
C -1.7920 4.1054 -1.3555 0.0 -0.1 -0.1
As -1.6348 2.7145 0.0094 -0.8 1.5 0.5
C -0.6642 3.7463 1.3690 0.1 -0.2 -0.1
C -3.4692 2.8036 0.7295 0.0 -0.2 -0.1
H -2.3825 4.9247 -0.9429 0.0 -0.1 0.1
H -2.2871 3.7296 -2.2489 0.0 -0.1 0.0
H -0.8118 4.4911 -1.6293 0.0 0.0 0.1
H -1.1194 4.7329 1.4621 0.0 -0.1 -0.1
H 0.3738 3.8635 1.0587 0.0 0.0 0.0
H -0.6926 3.2539 2.3392 0.0 -0.1 0.0
H -3.5477 3.6566 1.4075 0.1 -0.1 -0.1
H -3.7620 1.9001 1.2655 0.1 0.0 0.0
H -4.1665 2.9468 -0.0983 0.1 0.0 0.0
```
Forces are in eV/Å.


What are the energy values for these records? In order: -1569.065972 -991.304253 -305.900475 -3706.450829 Eh.